i) Below is 2 unconnected molecules or ions with the total composition C5H10S, with properties calculated with ωB97M-V/def2-TZVPD.

The geometry in XYZ format:
```
16
Properties=species:S:1:pos:R:3:mulliken_charge:R:1
C -1.593 0.128 0.061 -0.121
C -0.418 0.725 0.018 0.335
C -1.883 -1.247 0.474 -0.485
C 0.337 1.916 -0.131 -1.171
C 1.273 -0.910 -0.147 -0.867
S 2.775 -0.366 0.616 -0.261
H -2.481 0.720 -0.424 0.221
H -2.526 -1.368 1.414 0.275
H -0.899 -1.772 0.516 -0.001
H -2.380 -1.735 -0.455 0.227
H -0.144 2.790 0.223 0.383
H 0.777 2.049 -1.118 0.293
H 1.347 1.969 0.360 0.281
H 0.888 -1.841 0.312 0.351
H 1.284 -0.799 -1.228 0.397
H 3.642 -0.259 -0.492 0.144
```

## Properties
E_HOMO   -0.28134 Ha
2S+1   1
Gap between HOMO and LUMO   8.295 eV

***

ii) Below is a molecular structure, C5H10S, with properties calculated with ωB97M-V/def2-TZVPD.

The geometry in XYZ format:
```
16
Properties=species:S:1:pos:R:3:mulliken_charge:R:1
C 2.328 0.197 0.607 -0.655
C -0.140 0.671 -0.604 -0.137
C -0.873 1.286 0.400 -0.643
C -1.471 0.127 -0.296 -0.128
C -2.056 -0.977 0.438 -0.819
H 2.627 -0.500 1.867 0.243
H 3.474 0.221 -0.378 0.219
H 1.354 1.337 0.740 0.253
H -0.104 1.146 -1.602 0.254
H -0.904 0.974 1.475 0.263
H -1.079 2.448 0.077 0.187
H -1.968 0.644 -1.122 0.284
H -1.812 -1.919 -0.214 0.270
H -3.416 -0.855 0.187 0.227
H -1.718 -1.002 1.770 0.238
S 1.051 -0.645 -0.379 -0.057
```

## Properties
E_HOMO   -0.30427 Ha
2S+1   1
Gap between HOMO and LUMO   8.775 eV

***

Least stable = ii)